No. 1
Formula: C12H16AuN4O4
Source: OMol25
Level of theory: the ωB97M-V functional and the def2-TZVPD basis

Computed properties:
- Kohn-Sham gap (alpha / beta): 8.21 / 4.04 eV
- LUMO (alpha / beta): -11.7 / -15.3 eV
- <S²>: 2.028
- Total charge: +3
- HOMO level (alpha / beta): -19.9 / -19.3 eV
- Multiplicity: 3

Each line ends with the Löwdin spin population.
Element x y z (Å)
Au  0.2183  0.2982  -0.1034  0.2904
O  2.2818  -1.5091  1.4658  0.0001
C  1.3024  -1.1115  1.0055  0.0371
C  -1.5535  0.7125  -0.9476  0.1039
O  -2.2000  1.5789  -1.3682  -0.0008
C  -0.6832  1.0972  1.6708  0.0794
O  -0.7663  1.4625  2.7577  0.0110
C  0.1151  -1.0680  -1.8075  0.1055
O  0.6786  -1.8237  -2.4783  0.0180
C  -1.8841  -2.7625  1.1627  0.2605
H  -1.2332  -3.4600  0.6279  0.0066
H  -1.6685  -2.5314  2.2091  0.0066
C  -2.8668  -2.1216  0.5141  0.2465
H  -3.4495  -1.3364  1.0059  0.0051
H  -3.0046  -2.2497  -0.5643  0.0046
C  2.9090  1.6404  -0.4488  0.0233
N  1.5072  1.9291  -0.8591  0.2420
C  1.4274  1.9889  -2.3725  0.0203
N  2.2996  3.0989  -2.8610  0.1193
C  3.6777  2.7967  -2.4055  0.0297
N  3.8135  2.7471  -0.9434  0.1297
C  3.3349  3.9973  -0.3422  0.0313
N  1.9456  4.3375  -0.7268  0.1266
C  1.0724  3.2306  -0.2242  0.0199
C  1.8268  4.3395  -2.2028  0.0276
H  3.2469  0.6909  -0.9068  0.0015
H  2.9715  1.6222  0.6557  0.0013
H  0.3970  2.1828  -2.7011  0.0007
H  1.8072  1.0439  -2.7965  0.0007
H  4.3721  3.5230  -2.8212  0.0169
H  3.9554  1.8075  -2.7980  -0.0001
H  3.3629  3.8710  0.7490  -0.0002
H  3.9991  4.8171  -0.5995  0.0173
H  0.0264  3.4605  -0.4824  0.0007
H  1.2073  3.1638  0.8703  0.0008
H  2.3678  5.1971  -2.6081  0.0161
H  0.7646  4.4548  -2.4473  0.0000

=====

No. 2
Formula: C12H16BrFNO3P
Source: OMol25
Level of theory: the ωB97M-V functional and the def2-TZVPD basis

Computed properties:
- Kohn-Sham gap: 8.18 eV
- LUMO: -1.0 eV
- HOMO level: -9.2 eV

Each line ends with the Löwdin charge.
Element x y z (Å)
N  -2.7496  1.1408  -4.1008  -0.0158
C  -1.3463  1.5895  -4.2459  -0.2820
C  -0.7218  2.0744  -2.9019  -0.1798
C  -0.0317  0.8458  -2.2378  -0.1564
C  0.0503  0.8900  -0.7182  -0.1806
C  -0.9545  0.8152  0.1286  -0.5023
Br  -2.7693  0.6427  -0.4703  0.8437
C  -0.6196  0.8503  1.6141  -0.3685
O  -1.2699  1.4036  2.4242  0.1547
C  0.6402  0.0567  1.9830  -0.1420
C  0.6803  -0.7978  3.2485  -0.1339
C  0.5286  -2.3012  2.8088  -0.1527
C  -0.9231  -2.8226  2.9410  -0.1978
F  -1.8523  -1.8052  2.8438  -0.0390
C  1.6674  0.1291  1.1386  -0.1844
P  3.2482  -0.7768  1.3985  0.7364
O  4.4413  -0.0818  0.8718  -0.4293
C  1.4557  0.9977  -0.1085  -0.3362
O  2.2726  1.7149  -0.5509  0.1720
H  -3.3597  1.6015  -4.7621  0.0577
H  -3.0395  1.3186  -3.1469  -0.0132
H  -1.2947  2.3609  -5.0300  0.1043
H  -0.7659  0.7284  -4.6277  0.1010
H  0.0847  2.7601  -3.2060  0.1122
H  -1.4708  2.5652  -2.2727  0.0906
H  0.9702  0.6477  -2.6403  0.1236
H  -0.6394  -0.0424  -2.4945  0.1146
H  -0.1690  -0.4884  3.8740  0.1167
H  1.6056  -0.6638  3.8177  0.0945
H  1.2575  -2.9597  3.3022  0.1156
H  0.7677  -2.3443  1.7340  0.0912
H  -1.0934  -3.5059  2.0928  0.1176
H  -1.0514  -3.4298  3.8471  0.1173
H  3.1054  -1.9972  0.6752  0.0278
H  3.3463  -1.1164  2.7702  0.0221

=====

No. 3
Formula: C12H16ClTlZn
Source: OMol25
Level of theory: the ωB97M-V functional and the def2-TZVPD basis

Computed properties:
- Kohn-Sham gap (alpha / beta): 3.80 / 3.12 eV
- LUMO (alpha / beta): 4.8 / 4.5 eV
- Total charge: -2
- HOMO level (alpha / beta): 1.0 / 1.4 eV

Each line ends with the Löwdin charge.
Element x y z (Å)
Tl  0.8623  0.4491  -4.6216  0.5169
Cl  0.8814  2.1904  -2.6590  -0.3003
C  -1.0594  0.1880  -5.8050  -0.3613
C  2.8115  -0.6427  -5.0486  -0.3643
H  -0.7910  -0.6018  -6.5587  -0.0556
H  -1.7393  -0.1264  -4.9626  -0.0463
H  -1.1977  1.2342  -6.1995  -0.0504
H  2.5446  -1.3193  -5.9054  -0.0566
H  2.9543  -1.1325  -4.0434  -0.0459
H  3.4849  0.2293  -5.2834  -0.0514
Zn  -0.1543  0.2710  0.0172  0.6646
C  -1.5528  1.3182  -0.7010  -0.3495
C  -0.4021  -1.5474  0.9704  -0.3305
H  -2.0083  0.8140  -1.5525  -0.0445
H  -2.2489  1.3914  0.1452  -0.0368
H  -1.1337  2.2820  -0.9791  -0.1055
H  0.2774  -2.4264  0.8815  -0.0044
H  -1.3959  -1.9924  0.5796  0.0221
C  -0.1245  -0.5510  1.9929  -0.3605
C  -0.0585  -0.0962  3.2010  -0.0152
C  -0.0349  -0.0502  4.7298  -0.2606
C  -1.1686  0.4686  5.4792  -0.1102
C  -1.0115  0.6740  6.8647  -0.1769
C  0.0859  0.1540  7.5825  -0.1973
C  1.0611  -0.6133  6.8871  -0.1647
C  1.0756  -0.5859  5.4755  -0.1082
H  -2.1118  0.6954  4.9339  0.0930
H  -1.7978  1.2246  7.3859  0.0709
H  0.1935  0.2944  8.6832  0.0657
H  1.8243  -1.1878  7.4314  0.0731
H  1.9344  -1.0052  4.9256  0.0908

=====

No. 4
Formula: C12H16F6IrN2O5S2Si2
Source: OMol25
Level of theory: the ωB97M-V functional and the def2-TZVPD basis

Computed properties:
- Kohn-Sham gap (alpha / beta): 7.60 / 5.60 eV
- LUMO (alpha / beta): -9.2 / -11.2 eV
- <S²>: 0.769
- Total charge: +2
- HOMO level (alpha / beta): -16.8 / -16.8 eV
- Multiplicity: 2

Each line ends with the Löwdin spin population.
Element x y z (Å)
Ir  -0.5690  0.2327  0.1313  0.0182
C  1.9575  -0.5057  2.5319  0.0173
Si  0.1855  0.0231  2.4657  0.0208
C  -0.9904  -0.9677  3.4682  0.0050
C  0.0217  1.8796  2.8046  0.2371
C  -0.0482  2.2572  4.1500  0.0077
C  -0.1371  3.5884  4.4879  0.1934
C  -0.1836  4.5946  3.4772  0.2348
C  -0.1497  4.2445  2.1396  0.0073
C  -0.0264  2.9073  1.7684  0.2042
Si  0.1353  2.5733  -0.0881  0.0152
C  1.9343  2.7571  -0.4689  0.0127
C  -1.0143  3.5514  -1.1174  0.0046
H  2.2894  -0.3788  3.5672  0.0001
H  2.6212  0.0830  1.8980  -0.0003
H  2.0668  -1.5610  2.2751  0.0017
H  -0.7671  -0.8432  4.5314  -0.0001
H  -0.8867  -2.0301  3.2387  0.0008
H  -2.0242  -0.6731  3.2910  -0.0003
H  -0.0224  1.5188  4.9413  -0.0034
H  -0.1777  3.8768  5.5311  0.0064
H  -0.2479  5.6371  3.7634  0.0084
H  -0.1986  5.0259  1.3920  -0.0035
H  2.1975  3.8018  -0.2798  -0.0002
H  2.1439  2.5542  -1.5220  0.0019
H  2.5869  2.1282  0.1376  -0.0001
H  -0.9167  4.6100  -0.8609  0.0000
H  -2.0515  3.2507  -0.9734  -0.0002
H  -0.7653  3.4330  -2.1740  0.0005
O  2.0183  -0.3538  -0.8670  -0.0004
N  0.9237  -0.2002  -0.6109  -0.0003
F  -3.7439  -2.8286  0.2110  0.0000
C  -2.9661  -2.2498  -0.6645  0.0001
F  -3.1924  -2.6332  -1.8895  0.0001
F  -1.6808  -2.4959  -0.3468  0.0005
S  -3.1223  -0.4002  -0.5183  0.0000
O  -2.5043  -0.1374  0.8692  0.0030
O  -2.1179  0.1460  -1.4758  0.0051
N  -4.5750  -0.0690  -0.6479  0.0013
S  -4.9671  1.4764  -0.1233  0.0001
O  -6.1516  1.9496  -0.7212  0.0000
O  -3.7585  2.2549  -0.1621  0.0000
C  -5.2992  1.2189  1.7134  0.0001
F  -6.4278  1.8103  2.0174  0.0000
F  -4.3023  1.7697  2.4033  0.0002
F  -5.3557  -0.0735  2.0059  0.0000

=====

No. 5
Formula: C12H16F9N2O3P3
Source: OMol25
Level of theory: the ωB97M-V functional and the def2-TZVPD basis

Computed properties:
- Kohn-Sham gap: 8.01 eV
- LUMO: 0.0 eV
- HOMO level: -8.0 eV

Each line ends with the Löwdin charge.
Element x y z (Å)
O  2.9573  -0.0761  -3.2330  -0.3197
P  1.5631  0.1834  -2.8795  0.1570
O  1.2715  0.8288  -1.4245  -0.2324
O  0.8075  1.2206  -3.8710  -0.2160
P  0.3154  -1.5554  -2.7082  0.5770
P  -1.7543  -0.5114  -2.9804  0.7005
C  -3.5210  0.3296  -3.1619  -0.5985
F  -3.4605  1.3265  -4.0863  0.0585
F  -4.3435  -0.6354  -3.6652  0.0514
C  -4.2471  0.8785  -1.9271  -0.4123
F  -5.4748  1.3097  -2.2533  0.1612
F  -4.3772  -0.1525  -1.0595  0.1313
C  -3.5644  2.0103  -1.1044  -0.3552
F  -2.4585  1.4881  -0.5241  0.1193
F  -4.4186  2.3779  -0.1428  0.1757
C  -3.1148  3.2965  -1.8472  -0.5409
F  -2.8103  4.2398  -0.9554  0.1893
F  -2.0149  3.0409  -2.5768  0.1506
F  -4.0693  3.7473  -2.6527  0.1981
H  1.6661  1.7070  -1.3047  0.0882
H  0.6603  2.1089  -3.5215  0.0699
H  0.6206  -1.9676  -4.0218  -0.1287
H  -1.8071  -0.6785  -4.3718  0.0203
H  -2.3588  -1.4941  -2.1782  -0.0027
H  -1.2166  0.6858  -2.4925  -0.0390
N  -0.2673  1.1816  3.2385  0.0082
C  0.0975  0.9810  1.9352  -0.1331
C  1.4570  0.8203  1.8994  -0.1179
C  1.9289  0.9245  3.2369  -0.1287
C  0.8414  1.1489  4.0387  -0.1367
H  -1.2072  1.3243  3.5600  0.1445
H  -0.6355  0.9601  1.1470  0.0902
H  2.0437  0.6261  1.0178  0.0805
H  2.9511  0.8438  3.5687  0.0905
H  0.7631  1.2818  5.1042  0.1066
N  3.9279  -2.5221  3.9347  0.0015
C  2.9026  -2.5572  3.0296  -0.1359
C  2.9804  -3.7491  2.3594  -0.1092
C  4.0986  -4.4578  2.8795  -0.1159
C  4.6626  -3.6738  3.8501  -0.1480
H  4.1123  -1.7637  4.5650  0.1384
H  2.2104  -1.7369  2.9453  0.0849
H  2.3140  -4.0742  1.5778  0.0878
H  4.4496  -5.4292  2.5735  0.0873
H  5.5186  -3.8371  4.4822  0.1020

=====

No. 6
Formula: C12H16FN
Source: OMol25
Level of theory: the ωB97M-V functional and the def2-TZVPD basis

Computed properties:
- Kohn-Sham gap: 8.91 eV
- LUMO: 0.8 eV
- HOMO level: -8.1 eV

Each line ends with the Löwdin charge.
Element x y z (Å)
C  -1.6511  -1.4872  2.5212  -0.2090
C  -2.5899  -0.3944  2.6948  -0.0121
C  -1.9484  0.8918  2.6446  -0.0854
C  -0.7035  1.1941  2.0073  -0.0103
C  0.1272  0.0450  1.9186  -0.2707
C  1.4885  -0.0834  1.2581  -0.1172
C  1.5382  -0.8417  -0.1330  -0.2393
C  1.4698  0.9516  -2.0183  -0.1768
C  0.6755  1.0609  -3.3590  -0.1439
C  -0.6502  0.1392  -2.7973  -0.1520
C  -0.3821  -0.4203  -1.4175  -0.2084
C  -0.2575  -1.1371  2.3167  -0.0314
H  -3.5948  -0.5614  3.2328  0.1321
H  -2.7063  1.7344  2.8216  0.1163
H  -0.3616  2.1070  1.7651  0.0647
H  1.9620  0.8859  1.2948  0.0983
H  2.3185  -0.5696  1.8073  0.1210
H  2.5976  -0.6678  -0.3872  0.1191
H  1.1782  -1.9459  -0.0816  0.1496
H  1.3467  1.7360  -1.3524  0.0781
H  2.5142  0.9480  -2.2683  0.0942
H  0.4275  2.1791  -3.6450  0.1230
H  1.2831  0.3723  -4.1723  0.1398
H  -1.4122  1.0560  -2.9827  0.1273
H  -0.7219  -0.4776  -3.7459  0.0961
H  -0.4702  -1.5897  -1.0615  0.1619
H  -0.8383  0.0306  -0.5601  0.0837
H  0.3263  -2.0044  2.3857  0.1129
N  1.0655  -0.3732  -1.3295  -0.2156
F  -2.0307  -2.7781  2.6429  0.0541